No. 1
39
Properties=species:S:1:pos:R:3:forces:R:3 method="wB97M-V/def2-TZVPD" e_tot_ha=-1145.9006 homo_lumo_gap_ha=0.2286 lumo_energy_ev=-1.4
F 1.099537 -2.471957 2.978365 0.3 0.4 -0.9
C 1.550188 -1.956613 1.781870 0.1 -0.4 0.5
F 2.788396 -2.531870 1.568684 -1.2 0.6 0.1
F 0.711449 -2.458555 0.828692 0.6 0.1 0.4
C 1.591469 -0.446940 1.788798 0.1 -0.9 -0.1
C 2.561174 0.200747 1.031502 -0.4 0.1 0.4
C 2.674284 1.578885 1.040045 -0.5 1.4 0.3
C 1.736213 2.400066 1.800520 -1.0 -2.3 0.8
O 1.711700 3.688678 1.928303 1.3 2.3 -1.0
C 0.710682 1.657901 2.468260 0.3 0.6 0.0
C 0.646704 0.288697 2.494059 0.2 -0.2 -0.1
H 3.216510 -0.424704 0.443455 0.3 0.2 -0.1
H 3.454773 2.025539 0.425475 -0.2 0.2 0.3
H -0.015926 2.241258 3.026019 0.0 -0.2 -0.1
H -0.133120 -0.200170 3.060983 0.0 -0.1 0.0
C 0.838376 5.046563 3.055317 -1.1 -2.3 -1.0
C 1.343127 4.645147 4.334207 0.0 -0.6 2.2
C 0.479546 3.841041 5.149741 0.9 0.4 -0.8
C 0.970993 3.202533 6.276297 0.4 0.0 0.1
C 2.298447 3.403387 6.678121 0.0 0.1 -0.1
C 3.100732 4.316259 5.987205 0.0 -0.1 -0.2
C 2.637637 4.937967 4.830722 -0.7 -0.5 -0.3
C 1.065250 6.294570 2.386601 -0.1 1.8 -1.0
C -0.002690 6.784802 1.567897 1.0 -0.6 0.3
C 0.179681 7.888836 0.752552 0.3 0.3 -0.2
C 1.407129 8.566792 0.734127 -0.1 -0.3 0.2
C 2.409816 8.189283 1.631478 0.1 -0.1 0.0
C 2.233199 7.105980 2.485907 -0.6 -0.7 -0.3
H -0.138167 4.572252 2.775970 0.8 0.8 0.6
H -0.554653 3.695367 4.837292 0.3 -0.1 0.0
H 0.346310 2.486634 6.803201 0.0 0.2 0.0
H 2.717435 2.841619 7.520339 -0.3 0.3 -0.3
H 4.135661 4.498576 6.282433 -0.4 -0.1 0.1
H 3.292954 5.579003 4.249293 0.0 -0.5 0.4
H -0.953428 6.249834 1.571091 0.3 0.1 -0.1
H -0.604787 8.186526 0.060791 0.1 0.0 0.2
H 1.592083 9.373674 0.018436 -0.2 -0.3 0.3
H 3.380794 8.688049 1.627856 -0.4 0.0 0.1
H 3.016222 6.844776 3.193419 -0.2 0.2 -0.5



No. 2
88
Properties=species:S:1:pos:R:3:forces:R:3 method="wB97M-V/def2-TZVPD" e_tot_ha=-3248.3981 homo_lumo_gap_ha=0.1689 lumo_energy_ev=0.1
C -1.699192 -0.905608 0.813721 -0.2 -0.3 -0.1
C -2.179494 -0.437570 -0.441772 -0.1 0.1 0.4
C -2.269507 -1.547218 -1.318530 -0.2 0.0 -0.6
H -2.496941 0.581696 -0.654868 0.3 -0.4 -0.1
C -1.829699 -2.705399 -0.622988 0.0 -0.3 0.1
C -1.482974 -2.308902 0.700817 -0.2 0.3 0.0
H -1.135293 -2.942576 1.506748 0.1 0.0 -0.3
H -1.553185 -0.315996 1.709854 0.2 0.0 -0.2
H -2.614448 -1.501944 -2.351929 0.4 -0.1 0.3
H -1.769489 -3.721663 -1.015739 0.1 0.5 0.0
Be -0.523263 -1.360935 -0.645656 1.4 0.3 0.1
Si 2.061019 1.261164 -3.727865 -2.5 -1.8 2.6
C 0.881651 2.679393 -3.936695 0.1 0.2 -0.5
C 1.373164 3.858122 -4.511268 -0.7 0.3 0.0
H 2.446767 3.962431 -4.704925 -0.4 0.0 0.1
C 0.483869 4.880383 -4.856780 0.1 0.0 0.1
H 0.863732 5.792468 -5.312219 -0.1 -0.1 0.1
C -0.890539 4.736217 -4.645732 0.3 -0.2 0.0
H -1.573465 5.543899 -4.914801 0.2 -0.3 0.0
C -1.379645 3.546716 -4.105543 0.3 -0.1 0.1
H -2.445866 3.416515 -3.969769 -0.1 0.0 0.0
C -0.500421 2.518871 -3.743871 0.0 0.7 0.0
H -0.889300 1.610504 -3.275268 0.2 0.2 -0.3
C 0.783797 -0.506873 -4.082996 2.2 2.1 -0.8
C -0.559188 -0.625514 -4.661917 -1.1 -0.1 -2.0
H -1.242774 0.229247 -4.725753 0.2 -0.2 0.3
C -1.183163 -1.922977 -4.686419 0.2 -1.6 1.3
H -2.194914 -2.022906 -5.092438 0.3 -0.1 0.0
C -0.566950 -3.001499 -4.080585 -2.7 0.6 -1.6
H -1.072633 -3.969031 -4.037703 0.1 0.2 -0.2
C 0.694800 -2.870176 -3.484229 2.8 1.3 1.6
H 1.133596 -3.729738 -2.973138 0.1 0.1 -0.2
C 1.389387 -1.662855 -3.524455 -1.3 -2.0 0.4
H 2.402843 -1.584330 -3.143486 0.0 -0.2 0.1
H 1.648557 0.884605 -2.183285 1.6 0.2 -2.6
Si 0.984481 -0.175746 -5.880343 -1.3 -0.4 0.1
C 1.383044 -1.526159 -7.044107 0.4 -0.4 -0.7
C 0.811434 -1.481237 -8.336078 -0.2 -0.6 0.3
H 0.602973 -0.512846 -8.806569 -0.2 -0.5 0.3
C 0.473086 -2.679602 -8.968506 0.4 0.1 0.1
H -0.046749 -2.645714 -9.931080 0.2 -0.2 0.3
C 0.797125 -3.898765 -8.351605 0.0 0.1 0.1
H 0.458051 -4.829789 -8.802322 0.1 0.1 0.1
C 1.578623 -3.925629 -7.186340 0.2 0.0 -0.5
H 1.889068 -4.873750 -6.734399 -0.1 0.3 -0.3
C 1.962331 -2.726084 -6.587175 -0.7 0.0 -0.1
H 2.659983 -2.713778 -5.744297 -0.6 -0.1 -0.1
C 0.349615 1.272181 -6.916048 0.4 0.0 0.5
C -1.029814 1.371957 -7.171341 0.4 0.7 -0.3
H -1.714127 0.578908 -6.846226 0.3 0.4 0.0
C -1.514441 2.502344 -7.847482 0.2 -0.4 0.1
H -2.596196 2.605151 -7.981026 0.4 0.1 -0.1
C -0.621828 3.475711 -8.311238 0.0 -0.1 0.1
H -1.008763 4.379127 -8.786778 0.1 -0.3 0.0
C 0.759654 3.314333 -8.149764 0.0 -0.2 0.0
H 1.458877 4.052386 -8.549018 -0.3 -0.1 0.1
C 1.250170 2.212694 -7.446286 -0.6 0.0 0.1
H 2.322495 2.075977 -7.265145 -0.4 0.2 -0.1
H 2.515266 0.957635 -5.096976 0.8 0.2 -0.6
Cl 3.995422 1.887191 -3.197989 1.3 0.6 0.3
C 3.528326 -0.782611 -0.522388 0.5 0.1 -0.9
P 1.835788 -1.235726 -0.036159 -1.4 0.4 0.9
C 2.067754 -2.909852 0.653526 0.2 -0.5 0.0
C 1.650678 -0.161858 1.454549 -0.3 0.7 0.0
C 1.831760 -0.594232 2.766342 -0.1 0.2 0.3
C 1.596660 0.287348 3.837302 0.1 0.0 -0.2
C 1.201106 1.604476 3.583227 0.0 -0.1 0.2
C 1.058770 2.060360 2.270145 0.1 -0.6 0.5
C 1.275749 1.190278 1.204732 0.2 0.1 0.8
P 1.116301 1.773213 -0.524796 -0.5 -0.8 0.9
C -0.443628 2.692387 -0.431146 -0.3 0.5 0.2
C 2.301833 3.163376 -0.552610 0.1 0.0 0.1
H 3.648508 -0.850936 -1.605401 0.1 0.1 0.1
H 4.231488 -1.482785 -0.052069 -0.3 0.2 0.0
H 3.812611 0.234053 -0.228115 -0.4 -0.2 -0.1
H 3.124503 -3.108071 0.905304 -0.5 0.0 0.0
H 1.434804 -3.053343 1.541396 0.2 0.0 -0.3
H 1.746886 -3.619546 -0.127132 0.2 0.1 0.3
H 2.151458 -1.618336 2.976455 -0.1 0.4 0.0
H 1.739542 -0.057939 4.869827 -0.1 0.2 -0.5
H 1.007700 2.285445 4.417365 0.1 -0.3 -0.3
H 0.769272 3.096431 2.090193 0.1 -0.2 0.0
H -0.284473 3.596647 0.168031 -0.3 0.0 -0.1
H -0.748250 2.978452 -1.442986 0.0 0.0 0.3
H -1.215922 2.072376 0.036917 0.2 0.2 -0.1
H 2.009210 3.880342 0.227383 0.2 -0.1 -0.2
H 3.325667 2.802871 -0.370020 -0.4 0.2 -0.2
H 2.241582 3.637759 -1.541653 0.1 -0.1 0.3